1 | The molecule C4H11NO3. Source: OMol25; level of theory: the ωB97M-V functional and the def2-TZVPD basis.

Highest occupied orbital energy = -9.08 eV
LUMO = 0.7000 eV
SMILES = CC(C)(O)[N@@+](C)([O-])O
Spin multiplicity = 1

Bonds (Å) are listed after each position.
Atoms and positions in Å:
1 O -0.59 -0.31 -1.69  N4 1.268
2 O -1.05 -1.73 -0.03  N4 1.454, H9 0.969
3 O 0.31 -0.05 1.69  C7 1.390, H13 0.967
4 N -0.75 -0.36 -0.44  O1 1.268, O2 1.454, C5 1.478, C7 1.541
5 C -1.93 0.38 0.05  N4 1.478, H10 1.083, H14 1.091, H16 1.087
6 C 0.93 1.41 -0.15  C7 1.523, H12 1.085, H18 1.085, H19 1.084
7 C 0.53 0.02 0.32  O3 1.390, N4 1.541, C6 1.523, C8 1.523
8 C 1.58 -1.02 -0.07  C7 1.523, H11 1.090, H15 1.086, H17 1.086
9 H -0.92 -2.25 -0.83  O2 0.969
10 H -2.08 0.19 1.10  C5 1.083
11 H 1.51 -1.19 -1.14  C8 1.090
12 H 0.29 2.17 0.28  C6 1.085
13 H -0.04 0.78 2.02  O3 0.967
14 H -2.78 0.03 -0.53  C5 1.091
15 H 1.40 -1.94 0.48  C8 1.086
16 H -1.78 1.44 -0.15  C5 1.087
17 H 2.57 -0.65 0.18  C8 1.086
18 H 0.84 1.45 -1.23  C6 1.085
19 H 1.95 1.62 0.14  C6 1.084

Atom charges from the Löwdin analysis, given in e for atoms 1 to 6: -0.118 0.013 0.034 -0.466 0.026 0.000



2 | A cluster of 2 separate species, C4H11NO3 in total. Source: OMol25; level of theory: the ωB97M-V functional and the def2-TZVPD basis.

Highest occupied orbital energy = -9.06 eV
LUMO = 0.3471 eV
SMILES = CN1CC1(O)O.CO
Spin multiplicity = 1

Bonds (Å) are listed after each position.
Atoms and positions in Å:
1 O 1.53 -0.15 0.75  C6 1.409, H11 1.200
2 O -1.07 0.36 1.76  C5 1.393, H9 0.970
3 O -0.72 2.07 0.19  C5 1.393, H12 0.967
4 N -0.82 -0.37 -1.01  C5 1.789, C7 1.398, C8 1.441
5 C -0.95 0.71 0.41  O2 1.393, O3 1.393, N4 1.789, C8 1.501
6 C 2.54 0.27 -0.14  O1 1.409, H10 1.099, H13 1.094, H18 1.095
7 C -0.30 -1.63 -0.71  N4 1.398, H15 1.091, H16 1.096, H17 1.163
8 C -2.05 0.08 -0.39  N4 1.441, C5 1.501, H14 1.090, H19 1.087
9 H -0.17 0.27 2.13  O2 0.970
10 H 2.20 0.27 -1.18  C6 1.099
11 H 0.53 0.41 0.41  O1 1.200
12 H -1.51 2.57 0.41  O3 0.967
13 H 3.39 -0.42 -0.07  C6 1.094
14 H -2.63 -0.67 0.14  C8 1.090
15 H 0.07 -2.10 -1.62  C7 1.091
16 H -0.94 -2.28 -0.10  C7 1.096
17 H 0.64 -1.38 -0.08  C7 1.163
18 H 2.90 1.27 0.11  C6 1.095
19 H -2.63 0.74 -1.03  C8 1.087

Atom charges from the Löwdin analysis, given in e for atoms 1 to 6: -0.267 0.060 0.047 0.022 -0.535 -0.176



1 takes first place; second place is 152.1 kJ/mol up.



1 | A cluster of 2 separate species, C4H11NO3 in total. Source: OMol25; level of theory: the ωB97M-V functional and the def2-TZVPD basis.

Highest occupied orbital energy = -9.77 eV
LUMO = 0.6517 eV
SMILES = N[C@@H](CO)CC=O.O
Spin multiplicity = 1

Bonds (Å) are listed after each position.
Atoms and positions in Å:
1 O -2.07 1.01 0.73  C5 1.422, H17 0.964
2 O 1.02 2.89 0.60  H9 0.966, H11 0.978
3 O 2.14 -1.61 1.56  C8 1.198
4 N -0.27 0.46 -1.41  C6 1.432, H16 1.007, H19 1.011
5 C -1.51 -0.28 0.51  O1 1.422, C6 1.520, H12 1.080, H15 1.101
6 C -0.14 -0.20 -0.15  N4 1.432, C5 1.520, C7 1.579, H14 1.085
7 C 0.53 -1.63 -0.19  C6 1.579, C8 1.506, H13 1.090, H18 1.097
8 C 1.92 -1.58 0.39  O3 1.198, C7 1.506, H10 1.114
9 H 0.35 2.42 0.10  O2 0.966
10 H 2.72 -1.51 -0.38  C8 1.114
11 H 0.50 3.39 1.26  O2 0.978
12 H -1.42 -0.73 1.49  C5 1.080
13 H -0.04 -2.34 0.40  C7 1.090
14 H 0.47 0.38 0.53  C6 1.085
15 H -2.20 -0.89 -0.10  C5 1.101
16 H 0.58 0.56 -1.96  N4 1.007
17 H -2.11 1.47 -0.11  O1 0.964
18 H 0.55 -1.92 -1.25  C7 1.097
19 H -1.02 0.12 -1.99  N4 1.011

Atom charges from the Löwdin analysis, given in e for atoms 1 to 6: -0.060 -0.070 0.069 0.047 -0.227 -0.397



2 | A cluster of 2 separate species, C4H11NO3 in total. Source: OMol25; level of theory: the ωB97M-V functional and the def2-TZVPD basis.

Highest occupied orbital energy = -10.11 eV
LUMO = 0.6881 eV
SMILES = N[C@H](C=O)CCO.O
Spin multiplicity = 1

Bonds (Å) are listed after each position.
Atoms and positions in Å:
1 O -2.11 -0.76 -0.86  C5 1.206
2 O 3.02 -0.32 -0.04  C7 1.416, H17 0.956
3 O -3.66 2.21 0.43  H10 0.989, H19 0.939
4 N 0.45 0.23 -1.54  C8 1.499, H9 1.022, H16 1.013
5 C -1.15 -1.35 -0.44  O1 1.206, C8 1.488, H13 1.103
6 C 0.65 -0.38 0.86  C7 1.535, C8 1.536, H12 1.087, H14 1.100
7 C 2.13 -0.01 1.02  O2 1.416, C6 1.535, H15 1.089, H18 1.104
8 C 0.26 -0.87 -0.54  N4 1.499, C5 1.488, C6 1.536, H11 1.089
9 H 0.99 1.02 -1.19  N4 1.022
10 H -3.14 1.57 -0.11  O3 0.989
11 H 0.95 -1.61 -0.94  C8 1.089
12 H 0.01 0.42 1.21  C6 1.087
13 H -1.30 -2.29 0.12  C5 1.103
14 H 0.45 -1.14 1.63  C6 1.100
15 H 2.59 -0.46 1.90  C7 1.089
16 H -0.49 0.56 -1.74  N4 1.013
17 H 2.57 -0.33 -0.89  O2 0.956
18 H 2.18 1.07 1.24  C7 1.104
19 H -4.39 2.45 -0.11  O3 0.939

Atom charges from the Löwdin analysis, given in e for atoms 1 to 6: 0.063 -0.062 -0.062 0.049 -0.220 -0.139



3 | A cluster of 2 separate species, C4H11NO3 in total. Source: OMol25; level of theory: the ωB97M-V functional and the def2-TZVPD basis.

Highest occupied orbital energy = -9.21 eV
LUMO = 0.6011 eV
SMILES = C[C@@H](N)CC(=O)O.O
Spin multiplicity = 1

Bonds (Å) are listed after each position.
Atoms and positions in Å:
1 O 2.07 1.24 -2.59  H15 0.973, H18 0.979
2 O 0.94 -1.50 0.07  C5 1.361, H13 0.963
3 O -1.01 -2.48 0.29  C5 1.198
4 N -1.92 1.16 0.26  C6 1.449, H9 1.009, H11 1.010
5 C -0.32 -1.55 0.60  O2 1.361, O3 1.198, C8 1.531
6 C -0.63 1.05 0.91  N4 1.449, C7 1.544, C8 1.593, H14 1.103
7 C 0.49 1.39 -0.09  C6 1.544, H10 1.098, H12 1.070, H17 1.094
8 C -0.45 -0.39 1.58  C5 1.531, C6 1.593, H16 1.087, H19 1.081
9 H -2.31 2.09 0.36  N4 1.009
10 H 1.51 1.18 0.27  C7 1.098
11 H -1.90 0.89 -0.71  N4 1.010
12 H 0.52 2.41 -0.41  C7 1.070
13 H 1.08 -2.30 -0.46  O2 0.963
14 H -0.64 1.70 1.80  C6 1.103
15 H 2.90 0.98 -3.02  O1 0.973
16 H 0.50 -0.37 2.09  C8 1.087
17 H 0.36 0.78 -0.99  C7 1.094
18 H 2.32 2.06 -2.11  O1 0.979
19 H -1.34 -0.67 2.13  C8 1.081

Atom charges from the Löwdin analysis, given in e for atoms 1 to 6: -0.075 0.065 0.106 0.031 -0.514 -0.408



3 takes first place; second place is 79.9 kJ/mol up.



1 | A cluster of 11 separate species, C5H34N2O10 in total. Source: OMol25; level of theory: the ωB97M-V functional and the def2-TZVPD basis.

Highest occupied orbital energy = -9.00 eV
LUMO = 0.0643 eV
SMILES = CNCCCCN.O.O.O.O.O.O.O.O.O.O
Spin multiplicity = 1

Bonds (Å) are listed after each position.
Atoms and positions in Å:
1 O -1.64 2.29 -2.75  H24 0.911, H48 1.004
2 O -3.45 -1.54 0.23  H23 0.917, H42 0.947
3 O 0.48 1.17 -3.80  H32 0.976, H51 0.964
4 O 1.61 -3.32 -2.32  H20 0.964, H29 0.983
5 O 0.19 3.28 -1.05  H27 1.044, H45 0.952
6 O -2.28 -0.04 2.72  H19 1.055, H50 1.035
7 O -0.86 -2.91 -1.51  H21 0.992, H44 0.930
8 O -4.25 1.73 -0.52  H37 0.946, H39 0.905
9 O -1.54 -0.52 -2.70  H34 0.932, H36 1.054
10 O 1.14 -0.30 -2.11  H22 1.037, H47 0.968
11 N 0.27 -2.17 1.32  C14 1.516, H31 0.954, H43 1.015
12 N 1.56 2.05 1.12  C13 1.484, C17 1.511, H46 1.074
13 C 1.36 3.21 2.03  N12 1.484, H26 1.096, H28 1.124, H30 1.090
14 C 1.73 -2.35 1.69  N11 1.516, C15 1.534, H40 1.084, H49 1.058
15 C 1.99 -1.43 2.90  C14 1.534, C16 1.549, H33 1.107, H41 1.141
16 C 2.00 0.11 2.69  C15 1.549, C17 1.596, H35 1.150, H38 1.104
17 C 1.06 0.69 1.54  N12 1.511, C16 1.596, H18 1.130, H25 1.101
18 H 0.88 0.06 0.62  C17 1.130
19 H -2.94 0.23 1.95  O6 1.055
20 H 2.35 -3.38 -1.70  O4 0.964
21 H 0.05 -2.98 -1.89  O7 0.992
22 H 0.30 -0.78 -1.72  O10 1.037
23 H -2.90 -2.00 -0.34  O2 0.917
24 H -1.12 1.89 -3.37  O1 0.911
25 H 0.08 0.90 2.00  C17 1.101
26 H 2.31 3.61 2.42  C13 1.096
27 H 0.61 3.00 -0.14  O5 1.044
28 H 0.89 3.93 1.31  C13 1.124
29 H 1.99 -2.49 -2.70  O4 0.983
30 H 0.59 3.05 2.78  C13 1.090
31 H 0.08 -2.52 0.45  N11 0.954
32 H 0.40 0.22 -3.59  O3 0.976
33 H 1.21 -1.59 3.67  C15 1.107
34 H -1.88 -0.38 -3.55  O9 0.932
35 H 3.10 0.34 2.45  C16 1.150
36 H -1.98 0.26 -2.13  O9 1.054
37 H -3.81 0.92 -0.72  O8 0.946
38 H 1.80 0.55 3.69  C16 1.104
39 H -4.33 1.78 0.38  O8 0.905
40 H 2.36 -1.95 0.91  C14 1.084
41 H 3.03 -1.71 3.26  C15 1.141
42 H -4.21 -2.08 0.34  O2 0.947
43 H -0.33 -2.78 1.87  N11 1.015
44 H -1.07 -2.10 -1.91  O7 0.930
45 H -0.42 2.56 -1.14  O5 0.952
46 H 2.55 2.01 0.71  N12 1.074
47 H 1.09 0.48 -1.54  O10 0.968
48 H -1.21 3.19 -2.64  O1 1.004
49 H 1.95 -3.36 1.88  C14 1.058
50 H -1.71 -0.52 2.01  O6 1.035
51 H 0.91 1.68 -3.10  O3 0.964

Atom charges from the Löwdin analysis, given in e for atoms 1 to 6: -0.069 0.002 -0.090 -0.039 -0.117 -0.160



2 | A cluster of 11 separate species, C5H34N2O10 in total. Source: OMol25; level of theory: the ωB97M-V functional and the def2-TZVPD basis.

Highest occupied orbital energy = -8.97 eV
LUMO = -0.0088 eV
SMILES = C[C@@H](N)CCCN.O.O.O.O.O.O.O.O.O.O
Spin multiplicity = 1

Bonds (Å) are listed after each position.
Atoms and positions in Å:
1 O 2.37 2.26 -2.14  H35 0.965, H47 0.965
2 O 2.10 -0.72 1.47  H27 0.956, H51 0.957
3 O -3.36 2.16 1.94  H18 0.960, H39 0.964
4 O -1.77 -1.67 5.03  H28 0.964, H50 0.960
5 O 0.91 0.70 -4.03  H20 0.974, H21 0.961
6 O 1.76 -1.62 -3.26  H44 0.992, H45 0.954
7 O 0.40 1.61 2.02  H19 0.962, H40 0.962
8 O 3.66 2.75 0.35  H25 0.958, H32 0.961
9 O 0.23 -0.61 3.51  H22 0.968, H31 0.941
10 O 3.10 -0.24 -1.04  H23 0.964, H38 0.963
11 N -0.51 -3.03 -0.86  C15 1.471, H26 1.004, H30 1.010
12 N -0.40 0.52 -1.43  C16 1.461, H37 1.008, H41 1.008
13 C -1.89 -0.64 0.40  C16 1.573, C17 1.519, H29 1.106, H42 1.089
14 C -2.35 1.61 -0.60  C16 1.551, H33 1.087, H36 1.084, H48 1.094
15 C -1.96 -2.83 -0.92  N11 1.471, C17 1.543, H43 1.091, H46 1.080
16 C -1.72 0.23 -0.90  N12 1.461, C13 1.573, C14 1.551, H34 1.097
17 C -2.61 -1.96 0.17  C13 1.519, C15 1.543, H24 1.094, H49 1.095
18 H -3.55 2.88 1.33  O3 0.960
19 H -0.45 1.29 2.35  O7 0.962
20 H 0.11 1.05 -3.62  O5 0.974
21 H 0.61 0.57 -4.94  O5 0.961
22 H 0.44 -0.98 2.64  O9 0.968
23 H 2.82 -1.07 -1.44  O10 0.964
24 H -3.64 -1.74 -0.15  C17 1.094
25 H 3.90 3.09 1.21  O8 0.958
26 H -0.05 -2.30 -1.37  N11 1.004
27 H 2.99 -1.00 1.26  O2 0.956
28 H -0.92 -1.33 4.75  O4 0.964
29 H -0.83 -0.82 0.67  C13 1.106
30 H -0.21 -3.09 0.11  N11 1.010
31 H 1.04 -0.19 3.76  O9 0.941
32 H 3.16 1.93 0.39  O8 0.961
33 H -3.41 1.41 -0.47  C14 1.087
34 H -2.26 -0.15 -1.78  C16 1.097
35 H 2.12 3.05 -1.65  O1 0.965
36 H -1.89 2.03 0.28  C14 1.084
37 H 0.16 -0.27 -1.71  N12 1.008
38 H 3.08 0.43 -1.73  O10 0.963
39 H -3.18 2.57 2.79  O3 0.964
40 H 0.23 2.01 1.16  O7 0.962
41 H 0.14 1.09 -0.80  N12 1.008
42 H -2.13 0.11 1.15  C13 1.089
43 H -2.17 -2.32 -1.86  C15 1.091
44 H 1.37 -0.74 -3.50  O6 0.992
45 H 1.84 -2.23 -3.99  O6 0.954
46 H -2.46 -3.79 -0.93  C15 1.080
47 H 2.07 2.46 -3.04  O1 0.965
48 H -2.18 2.33 -1.41  C14 1.094
49 H -2.64 -2.49 1.13  C17 1.095
50 H -2.42 -1.00 4.80  O4 0.960
51 H 1.75 0.00 0.95  O2 0.957

Atom charges from the Löwdin analysis, given in e for atoms 1 to 6: -0.059 -0.057 -0.063 -0.078 -0.050 -0.080



2 takes first place; second place is 231.5 kJ/mol up.